Entry from OMol25: a cluster of 2 separate species, C17H34ClN2O3 in total at a distorted geometry (wB97M-V/def2-TZVPD).

Values from the calculation:
Gap between HOMO and LUMO (eV): 8.1
Total charge: +1
Energy relative to the best compared isomer or geometry (same formula, charge and spin) (eV): 4.6362
HOMO energy (eV): -12.04

```
57
Properties=species:S:1:pos:R:3:forces:R:3
C -2.07597 -3.51950 1.90269 0.1 0.3 0.1
C -1.56968 -2.33291 2.27727 -0.2 -0.4 -0.4
C -2.31527 -1.01051 2.32109 0.9 0.2 -0.8
C -2.38925 -0.18573 1.03439 -1.2 -0.3 0.0
C -3.27748 -0.79385 -0.05222 0.0 -0.6 0.4
O -3.03588 -0.20319 -1.29309 0.2 0.4 0.1
C -1.77807 -0.62419 -1.86904 -0.7 0.5 0.2
C -1.41056 0.42088 -2.90647 0.0 -0.3 -0.7
C 0.04087 0.34795 -3.40667 -1.0 0.1 0.0
N 0.51636 -1.03503 -3.47505 0.9 0.0 0.0
C 1.92419 -1.22040 -3.09011 0.4 0.0 -0.9
C 2.97536 -0.28905 -3.70449 0.4 -0.2 0.5
C 0.13595 -1.67195 -4.70310 -1.7 -0.8 0.1
C 1.03809 -1.68872 -5.91770 -0.5 0.0 0.0
O -0.97506 -2.18373 -4.76507 1.3 0.9 0.1
C -0.76574 -0.85913 -0.74731 0.1 -0.3 -0.4
N -1.02082 0.02451 0.43376 0.3 -0.1 0.3
Cl -0.68852 1.69505 0.07770 0.0 0.0 0.0
H -2.79227 -3.64617 1.09984 -1.0 0.2 0.7
H -1.80413 -4.42428 2.43206 1.0 -0.2 -0.8
H -0.53654 -2.31139 2.61145 -0.3 -0.1 1.2
H -3.32962 -1.13960 2.68540 -0.1 -0.1 -0.1
H -1.80698 -0.40373 3.07264 0.0 0.1 0.1
H -2.83166 0.77380 1.28405 0.5 0.3 -0.1
H -4.30379 -0.62781 0.26501 -0.2 0.2 -0.3
H -3.16047 -1.88063 -0.08842 0.1 -0.1 -0.1
H -1.98691 -1.56586 -2.37203 0.5 -0.2 0.0
H -2.04753 0.21620 -3.76632 -0.2 0.0 0.0
H -1.67872 1.42556 -2.59203 0.1 0.1 0.2
H 0.03853 0.81922 -4.39333 0.3 0.1 0.0
H 0.68598 0.95834 -2.77870 0.2 -0.2 0.2
H 2.18983 -2.23470 -3.38578 0.0 -0.2 0.2
H 2.04768 -1.18953 -2.00642 -0.3 0.1 0.1
H 2.74534 0.76713 -3.59548 -0.1 0.1 -0.2
H 3.21293 -0.53509 -4.73211 -0.2 0.2 -0.2
H 3.90403 -0.44650 -3.15435 0.1 0.0 0.0
H 1.59561 -0.76843 -6.04718 0.2 0.0 0.1
H 1.68131 -2.56556 -5.90396 0.3 0.1 0.1
H 0.38021 -1.79876 -6.77362 -0.1 -0.1 -0.1
H -0.84403 -1.88330 -0.38820 -0.1 0.0 0.3
H 0.26834 -0.71932 -1.03462 0.0 0.2 -0.2
H -0.32585 -0.22590 1.14019 0.0 0.1 0.1
C 2.00568 2.55414 6.22961 -0.1 0.1 -0.1
C 1.87237 1.51843 5.12857 0.2 0.0 0.1
O 0.69551 1.65980 4.34241 -0.2 -0.2 -0.2
C 0.54858 2.88834 3.65214 0.1 0.1 0.0
C 1.66735 3.17116 2.66295 0.0 -0.1 0.0
H 1.13967 2.52097 6.89133 0.0 0.0 0.0
H 2.90262 2.36154 6.81739 0.0 0.0 0.0
H 2.08035 3.56766 5.83361 0.1 0.0 0.0
H 1.80843 0.52533 5.57263 -0.1 0.0 -0.1
H 2.76077 1.51722 4.48785 0.0 0.1 0.0
H 0.43391 3.71667 4.35767 0.1 0.0 0.0
H -0.39855 2.80964 3.11369 0.0 -0.1 0.1
H 2.63660 3.26699 3.15085 0.0 0.1 0.0
H 1.47333 4.10085 2.12658 0.0 0.0 0.0
H 1.74359 2.35706 1.93806 0.0 0.0 0.0
```
Positions in Å, forces in eV/Å.

Here are the Löwdin charges for atoms 1 to 6, given in e: atom 1 (C): 0.039, atom 2 (C): -0.170, atom 3 (C): -0.123, atom 4 (C): -0.275, atom 5 (C): -0.158, atom 6 (O): -0.072


Entry from OMol25: a cluster of 2 separate species, C4H12O2 in total at a distorted geometry (wB97M-V/def2-TZVPD).

Values from the calculation:
Gap between HOMO and LUMO (eV): 11.2
Total charge: 0
Energy relative to the best compared isomer or geometry (same formula, charge and spin) (eV): 1.2762
Structure (SMILES): CCO.CCO
HOMO energy (eV): -10.35

```
18
Properties=species:S:1:pos:R:3:forces:R:3
C 2.19827 1.73153 1.77511 1.7 0.4 0.7
O 3.33922 2.48768 1.17425 -2.0 -0.8 0.4
C 2.54580 1.55601 3.24274 -0.3 -0.5 0.2
H 2.22611 0.74851 1.29120 -0.4 0.1 0.1
H 1.21980 2.20905 1.64707 0.3 0.1 -0.3
H 3.33912 1.98292 0.36820 0.9 0.4 -1.0
H 3.61647 1.48574 3.36294 0.4 0.1 -0.2
H 2.16823 0.58973 3.58201 -0.3 0.2 0.3
H 2.19858 2.35774 3.89410 -0.2 0.0 -0.1
C -3.25942 -1.71742 -2.10541 1.9 -1.6 -0.1
O -2.47077 -1.68201 -0.86342 -1.7 0.3 -0.8
C -2.32367 -2.24471 -3.20105 -1.0 0.1 0.0
H -3.63632 -0.77053 -2.47404 -0.2 0.4 0.7
H -4.04031 -2.46584 -1.91495 -0.3 0.5 -0.4
H -3.17713 -1.99345 -0.28604 0.7 0.2 0.8
H -2.12422 -3.30883 -3.12530 0.1 -0.1 0.3
H -1.38724 -1.68856 -3.15896 -0.1 0.0 -0.3
H -2.88011 -2.12207 -4.13582 0.5 0.2 -0.2
```
Positions in Å, forces in eV/Å.

Here are the Löwdin charges for atoms 1 to 6, given in e: atom 1 (C): -0.268, atom 2 (O): -0.102, atom 3 (C): -0.101, atom 4 (H): 0.106, atom 5 (H): 0.108, atom 6 (H): 0.049


Entry from OMol25: a structure of composition C18H18BeN4 (wB97M-V/def2-TZVPD).

Values from the calculation:
Gap between HOMO and LUMO (eV): 10.3
Total charge: +2
HOMO energy (eV): -16.34

```
41
Properties=species:S:1:pos:R:3:forces:R:3
Be -0.00775 -0.38712 -0.10492 -0.1 -0.5 0.1
C 0.48685 1.88428 0.91418 0.4 0.3 0.5
N 0.03395 1.32578 -0.36562 0.0 -0.1 0.0
C 1.00915 1.50008 -1.44912 0.3 0.2 -0.6
C 1.98975 0.36068 -1.38012 0.6 0.2 -0.1
C 3.28825 0.42628 -1.85982 -0.2 -0.1 0.1
C 4.10365 -0.69132 -1.75252 -0.2 0.0 0.1
C 3.58995 -1.84022 -1.16852 -0.2 0.0 0.0
C 2.29115 -1.82522 -0.69732 0.2 -0.3 0.0
N 1.50775 -0.74722 -0.79842 -0.2 0.1 0.0
C -1.34575 1.69168 -0.70162 -0.6 0.3 0.0
C -2.11025 0.46738 -1.12632 -0.5 0.1 -0.3
C -3.38405 0.53018 -1.67302 0.2 -0.1 0.1
C -4.05985 -0.65022 -1.93922 0.2 0.0 0.1
C -3.43645 -1.85712 -1.65052 0.2 0.0 0.1
C -2.16655 -1.83922 -1.10852 -0.2 -0.3 -0.1
N -1.51205 -0.69972 -0.85222 0.2 0.1 0.0
C 0.17445 0.90858 2.01288 -0.1 0.2 0.5
C 0.15135 1.26158 3.35278 0.0 -0.1 -0.2
C -0.08045 0.27508 4.30038 0.0 -0.1 -0.3
C -0.28585 -1.03202 3.87198 0.0 0.1 -0.1
C -0.26415 -1.30052 2.51698 -0.1 -0.2 0.3
N -0.03865 -0.34952 1.60458 0.0 0.1 -0.1
H 0.05315 2.86818 1.12578 0.1 -0.1 -0.2
H 1.57425 2.00828 0.88698 -0.1 0.0 -0.1
H 1.52445 2.46478 -1.39832 -0.1 -0.1 0.0
H 0.49235 1.45828 -2.41412 0.0 0.0 0.1
H 3.66115 1.33508 -2.30012 0.0 0.2 -0.1
H 5.12565 -0.66262 -2.09762 0.1 0.0 -0.1
H 4.18865 -2.72982 -1.06752 0.0 -0.1 0.0
H 1.85715 -2.69162 -0.22002 0.0 -0.1 0.0
H -1.40785 2.49098 -1.44892 0.1 -0.1 0.1
H -1.84095 2.05998 0.20248 0.1 0.1 0.0
H -3.83965 1.48678 -1.86892 0.0 0.1 -0.1
H -5.05895 -0.63282 -2.34662 -0.1 0.0 -0.1
H -3.93025 -2.79632 -1.83562 0.0 -0.1 0.0
H -1.64855 -2.75482 -0.86652 0.0 -0.1 0.0
H 0.31515 2.28858 3.64118 0.0 0.1 0.0
H -0.10065 0.52138 5.35008 0.0 0.0 0.1
H -0.46645 -1.82952 4.57488 0.0 -0.1 0.0
H -0.43305 -2.29702 2.13718 0.0 -0.1 0.0
```
Positions in Å, forces in eV/Å.

Here are the Löwdin charges for atoms 1 to 6, given in e: atom 1 (Be): 0.172, atom 2 (C): -0.053, atom 3 (N): -0.195, atom 4 (C): -0.051, atom 5 (C): -0.199, atom 6 (C): 0.034


Entry from OMol25: a structure of composition C3H12O4S at a distorted geometry (wB97M-V/def2-TZVPD).

Values from the calculation:
Gap between HOMO and LUMO (eV): 6.0
Total charge: -2
Energy relative to the best compared isomer or geometry (same formula, charge and spin) (eV): 2.0219
HOMO energy (eV): 0.05

```
20
Properties=species:S:1:pos:R:3:forces:R:3
C -0.37389 -1.23361 0.52083 0.9 2.0 0.1
O -1.47998 -0.70452 1.14361 -1.1 0.0 0.1
C 0.32356 -0.03200 -0.24576 -1.4 -0.1 -0.2
C 1.70620 -0.58054 -0.58981 0.5 3.9 -1.0
S 2.61581 0.17288 -2.03486 -0.2 0.2 -0.1
H 0.48785 -1.58858 1.23251 -1.7 -0.3 -0.9
H -0.64346 -2.02300 -0.26245 0.6 0.5 0.9
H 0.40078 0.94966 0.36038 -0.3 -1.7 -0.6
H -0.51753 0.18594 -1.03698 2.5 -0.2 0.7
H 1.58223 -1.56823 -0.83984 0.1 -2.6 -0.1
H 2.38204 -0.33434 0.24460 -0.4 -0.8 0.1
H -0.98367 -0.41998 2.72145 -0.2 -0.3 -0.9
H 0.46484 -0.31988 2.65087 3.1 0.7 -2.9
O -0.17205 -0.46006 3.26227 -2.4 -0.3 4.5
H -2.33265 -0.10063 -1.55404 1.5 -0.8 -1.6
H -2.16469 0.14025 0.17705 -1.0 -1.7 -1.9
O -2.84336 0.19067 -0.84693 -0.8 1.5 3.7
H 1.19928 2.14881 -1.76126 0.0 -0.9 -0.2
H -0.26702 2.68719 -1.58501 -3.0 -1.5 -0.2
O 0.61569 2.88997 -1.55663 3.1 2.4 0.3
```
Positions in Å, forces in eV/Å.

Here are the Löwdin charges for atoms 1 to 6, given in e: atom 1 (C): -0.420, atom 2 (O): -0.348, atom 3 (C): -0.305, atom 4 (C): -0.748, atom 5 (S): 0.047, atom 6 (H): 0.107